Entry 1:
Entry from the OMol25 dataset: C25H21N4O4S7Tl as an isolated structure (wB97M-V/def2-TZVPD).

As for the net charge: -2. The value obtained for the HOMO energy is -0.02702 Eh. For the frontier orbital gap, the calculation gives 4.0 eV. For the molar mass, the calculation gives 870.3 Da. For the energy relative to the best compared isomer or geometry (same formula, charge and spin), the calculation gives 0.0 kJ/mol.

Positions of all 62 atoms, in Å:
Tl 0.106 -0.567 0.347
S -5.722 3.755 3.551
C -4.527 2.760 2.957
S -4.671 1.822 1.524
C -3.086 1.030 1.523
C -2.283 1.371 2.570
S -0.690 0.843 2.948
S -2.995 2.530 3.702
S -2.807 -0.054 0.215
O -2.095 -4.772 -1.360
C -1.888 -5.609 -0.336
C -2.707 -6.733 -0.204
C -2.523 -7.614 0.845
C -1.515 -7.393 1.778
C -0.696 -6.283 1.648
C -0.859 -5.383 0.599
C 0.001 -4.166 0.454
O -0.296 -3.335 -0.459
N 1.010 -4.099 1.319
N 1.757 -2.984 1.154
C 2.578 -2.580 2.004
S 3.524 -1.109 1.706
C 3.375 -0.597 3.442
C 3.789 -1.796 4.275
S 2.907 -3.270 3.659
H -1.450 -4.009 -1.179
H -3.494 -6.883 -0.934
H -3.178 -8.473 0.946
H -1.379 -8.078 2.606
H 0.090 -6.081 2.362
H 2.333 -0.327 3.628
H 4.021 0.264 3.610
H 3.524 -1.666 5.326
H 4.861 -1.973 4.188
O 3.374 5.943 -2.101
C 3.459 5.536 -0.744
C 2.559 4.360 -0.481
C 2.546 3.773 0.780
C 1.740 2.664 0.979
N 0.982 2.138 0.031
C 0.945 2.722 -1.168
C 1.738 3.838 -1.460
C 0.015 2.151 -2.167
C -0.479 2.924 -3.220
C -1.369 2.364 -4.122
C -1.949 3.206 -5.229
O -2.468 4.446 -4.766
C -1.744 1.039 -3.942
C -1.224 0.351 -2.857
N -0.371 0.885 -1.998
H 4.027 6.628 -2.253
H 3.171 6.360 -0.078
H 4.487 5.253 -0.491
H 3.151 4.167 1.588
H 1.672 2.181 1.949
H 1.738 4.284 -2.444
H -0.211 3.968 -3.312
H -2.724 2.639 -5.756
H -1.172 3.463 -5.953
H -2.936 4.280 -3.939
H -2.449 0.567 -4.613
H -1.524 -0.670 -2.644

Here are the Mulliken charges for atoms 1 to 2, given in e: number 1, Tl, carries 0.594; number 2, S, carries -0.420



Entry 2:
Entry from the OMol25 dataset: C25H22AsN2O5Zr as an isolated structure (wB97M-V/def2-TZVPD).

As for the net charge: +3. The value obtained for the HOMO energy is -0.63936 Eh. For the frontier orbital gap, the calculation gives 6.0 eV. For the molar mass, the calculation gives 596.6 Da. For the energy relative to the best compared isomer or geometry (same formula, charge and spin), the calculation gives 0.0 kJ/mol.

Positions of all 56 atoms, in Å:
Zr -0.482 -0.057 1.037
O 3.112 -4.198 3.404
C 3.504 -2.995 3.750
O 4.383 -2.754 4.515
C 2.764 -1.798 3.162
C 3.205 -0.497 3.409
N 2.383 0.349 2.796
N 1.380 -0.299 2.168
C 1.628 -1.623 2.395
C 0.642 -2.595 1.833
O 0.822 -3.764 1.725
O -0.478 -1.951 1.452
H 2.387 -4.258 2.762
H 4.063 -0.177 3.985
H 2.463 1.357 2.771
C -1.622 -0.109 4.234
C -2.753 0.129 3.271
O -2.189 0.781 2.016
H -2.046 -0.443 5.183
H -1.074 0.811 4.440
H -0.952 -0.907 3.902
H -3.488 0.827 3.662
H -3.242 -0.780 2.932
H -2.884 1.326 1.616
C -2.497 1.942 -5.756
C -3.463 2.199 -4.793
C -3.291 1.733 -3.498
C -2.133 1.024 -3.199
C -1.158 0.753 -4.149
C -1.351 1.219 -5.438
As -1.949 0.443 -1.353
C -0.443 1.647 -0.755
C -0.558 3.004 -0.446
C 0.593 3.755 -0.245
C 1.852 3.155 -0.317
C 1.987 1.802 -0.588
C 0.839 1.037 -0.830
C 0.786 -0.414 -1.148
C 1.870 -1.297 -1.186
C 1.651 -2.627 -1.509
C 0.363 -3.107 -1.760
C -0.729 -2.261 -1.676
C -0.527 -0.910 -1.382
H -2.640 2.299 -6.767
H -4.358 2.749 -5.047
H -4.055 1.907 -2.751
H -0.268 0.185 -3.904
H -0.608 1.010 -6.196
H -1.529 3.483 -0.407
H 0.516 4.816 -0.042
H 2.737 3.762 -0.175
H 2.974 1.361 -0.664
H 2.879 -0.946 -1.002
H 2.491 -3.307 -1.572
H 0.221 -4.150 -2.013
H -1.728 -2.641 -1.854

Here are the Mulliken charges for atoms 1 to 2, given in e: number 1, Zr, carries 1.587; number 2, O, carries -0.453



Entry 3:
Entry from the OMol25 dataset: C25H22B2Cl3F2IrN2O4S3 as an isolated structure (wB97M-V/def2-TZVPD).

As for the net charge: -1. The value obtained for the HOMO energy (spin up / spin down) is -0.07294 / -0.19791 Eh. For the frontier orbital gap (spin up / spin down), the calculation gives 3.6 / 5.4 eV. For the molar mass, the calculation gives 868.9 Da. The spin multiplicity is 6. For the energy relative to the best compared isomer or geometry (same formula, charge and spin), the calculation gives 303.6 kJ/mol.

Positions of all 64 atoms, in Å:
Ir -1.932 -0.544 2.706
S -5.400 -3.135 3.275
C -3.973 -2.418 2.921
S -3.936 -0.758 3.632
S -2.447 -2.642 2.012
F 1.137 3.851 -1.051
B 1.753 3.618 0.131
F 1.344 4.150 1.261
C -2.815 -2.446 -6.015
C -2.144 -1.149 -5.469
C -0.607 -1.077 -5.771
C -2.856 0.089 -6.105
C -2.454 -1.094 -3.979
C -3.789 -1.018 -3.672
C -4.299 -0.950 -2.386
C -3.374 -1.062 -1.380
O -3.587 -1.065 0.019
B -2.236 -0.857 0.615
O -1.216 -1.064 -0.471
C -1.988 -1.095 -1.636
C -1.487 -1.127 -2.942
H -2.545 -2.674 -7.034
H -3.903 -2.349 -5.902
H -2.501 -3.314 -5.350
H -0.335 -0.959 -6.862
H -0.113 -2.016 -5.443
H -0.130 -0.204 -5.253
H -3.047 0.015 -7.204
H -2.289 1.056 -6.037
H -3.811 0.272 -5.586
H -4.559 -1.095 -4.421
H -5.319 -0.673 -2.210
H -0.394 -1.208 -3.100
Cl -2.256 2.003 3.816
C -1.044 3.445 3.662
Cl -1.882 4.946 3.779
H -0.642 3.397 2.664
H -0.366 3.287 4.502
O 0.943 1.381 2.423
C 0.877 0.473 3.210
N -0.178 -0.512 3.313
C 0.294 -1.680 3.920
O -0.294 -2.711 4.169
C 1.708 -1.505 4.196
C 2.604 -2.394 4.888
C 3.689 -1.859 5.434
C 4.022 -0.477 5.256
C 3.135 0.384 4.618
C 2.036 -0.152 3.970
H 2.250 -3.402 4.968
H 4.448 -2.518 5.905
H 5.002 -0.208 5.605
H 3.276 1.485 4.561
Cl 6.068 2.171 2.686
C 4.890 2.110 1.433
C 5.123 1.175 0.394
C 4.479 1.267 -0.799
C 3.321 1.977 -0.794
N 2.989 2.869 0.209
C 3.784 2.951 1.372
H 5.958 0.478 0.561
H 4.832 0.799 -1.694
H 2.522 1.914 -1.528
H 3.659 3.849 2.008

Here are the Mulliken charges for atoms 1 to 2, given in e: number 1, Ir, carries 1.442; number 2, S, carries -0.252



Entry 4:
Entry from the OMol25 dataset: C25H22BaCl5N3O3Se2 as an isolated structure (wB97M-V/def2-TZVPD).

As for the net charge: -2. The value obtained for the HOMO energy is -0.04615 Eh. For the frontier orbital gap, the calculation gives 5.2 eV. For the molar mass, the calculation gives 885.0 Da.

Positions of all 61 atoms, in Å:
Ba -0.220 -0.593 -0.483
C -2.433 3.283 1.500
C -1.855 2.297 0.533
N -1.632 1.068 0.817
N -1.899 0.616 2.084
C -1.726 -0.702 2.159
O -1.505 -1.498 1.193
C -1.831 -1.265 3.548
C -1.517 -2.603 3.752
C -1.605 -3.159 5.024
C -2.015 -2.378 6.097
C -2.329 -1.038 5.895
C -2.232 -0.482 4.627
C -1.541 2.714 -0.867
C -1.879 3.975 -1.339
C -1.615 4.292 -2.665
C -1.014 3.355 -3.484
C -0.686 2.123 -2.930
N -0.947 1.812 -1.663
H -2.531 2.807 2.471
H -3.420 3.624 1.169
H -1.789 4.163 1.593
H -1.199 -3.190 2.901
H -1.346 -4.200 5.176
H -2.083 -2.808 7.089
H -2.642 -0.422 6.730
H -2.456 0.562 4.453
H -2.344 4.695 -0.680
H -1.877 5.270 -3.050
H -0.782 3.565 -4.519
H -0.158 1.367 -3.505
O 5.081 -1.771 -1.422
C 4.407 -1.244 -0.272
C 4.356 0.282 -0.265
C 5.813 0.760 -0.203
O 5.949 2.194 -0.231
C 3.627 0.826 0.999
Se 2.130 -0.173 1.868
C 3.763 0.848 -1.594
Se 2.453 -0.225 -2.648
H 4.441 -1.625 -2.147
H 4.943 -1.595 0.615
H 3.392 -1.625 -0.208
H 6.367 0.314 -1.033
H 6.267 0.433 0.735
H 5.313 2.504 -0.885
H 3.248 1.817 0.765
H 4.370 0.966 1.784
H 4.583 1.029 -2.292
H 3.296 1.814 -1.390
Cl -3.744 -0.166 -1.865
C -3.093 -1.671 -2.560
C -1.803 -2.016 -2.231
C -1.364 -3.203 -2.780
Cl 0.279 -3.730 -2.375
C -2.130 -4.005 -3.625
Cl -1.507 -5.488 -4.293
C -3.430 -3.602 -3.935
Cl -4.421 -4.569 -4.982
C -3.926 -2.418 -3.392
Cl -5.552 -1.911 -3.766

Here are the Mulliken charges for atoms 1 to 2, given in e: number 1, Ba, carries 1.881; number 2, C, carries -1.446



Entry 5:
Entry from the OMol25 dataset: C25H22BrIN3NdO5S as an isolated structure (wB97M-V/def2-TZVPD).

As for the net charge: 0. The value obtained for the HOMO energy (spin up / spin down) is -0.33109 / -0.33144 Eh. For the frontier orbital gap (spin up / spin down), the calculation gives 8.9 / 9.0 eV. For the molar mass, the calculation gives 827.6 Da. The spin multiplicity is 4. For the energy relative to the best compared isomer or geometry (same formula, charge and spin), the calculation gives 0.0 kJ/mol.

Positions of all 59 atoms, in Å:
Nd -1.641 0.237 1.053
O -3.391 4.017 -0.460
C -2.855 3.177 0.239
O -2.718 1.904 -0.039
C -2.374 3.508 1.623
C -2.481 4.771 2.220
C -2.109 4.899 3.574
C -1.727 3.763 4.260
C -1.694 2.563 3.559
N -1.970 2.437 2.269
C -1.435 1.209 4.161
O -1.068 1.120 5.294
O -1.712 0.246 3.305
H -2.850 5.615 1.639
H -2.245 5.851 4.092
H -1.518 3.748 5.323
C 0.218 -2.229 -3.747
C -0.010 -3.291 -2.673
N 0.634 -3.007 -1.392
C 2.090 -3.195 -1.385
C 2.961 -1.930 -1.326
C -0.021 -2.628 -0.278
S -1.741 -2.257 -0.267
N 0.704 -2.676 0.868
C 0.962 -1.584 1.509
O 0.590 -0.398 1.069
C 1.711 -1.583 2.828
C 1.897 -2.736 3.609
C 2.621 -2.589 4.779
C 3.112 -1.367 5.179
C 2.854 -0.218 4.474
C 2.156 -0.351 3.294
H -0.311 -2.532 -4.648
H 1.282 -2.170 -4.012
H -0.141 -1.276 -3.347
H 0.358 -4.278 -3.028
H -1.093 -3.475 -2.469
H 2.301 -3.738 -2.301
H 2.332 -3.784 -0.506
H 2.717 -1.159 -2.059
H 3.971 -2.235 -1.505
H 2.970 -1.392 -0.366
H 1.495 -3.684 3.281
H 2.933 -3.445 5.361
H 3.679 -1.343 6.092
H 3.213 0.746 4.834
H 1.929 0.577 2.743
Br 1.932 1.165 -5.318
C 0.060 1.321 -4.908
C -0.775 1.224 -6.018
C -2.174 1.246 -5.913
C -2.706 1.431 -4.639
C -1.879 1.544 -3.544
C -0.510 1.459 -3.646
I 0.648 1.515 -1.923
H -0.357 1.048 -7.007
H -2.783 1.086 -6.794
H -3.764 1.457 -4.467
H -2.274 1.665 -2.550

Here are the Mulliken charges for atoms 1 to 2, given in e: number 1, Nd, carries 1.535; number 2, O, carries -0.666



Entry 6:
Entry from the OMol25 dataset: C25H22BrN5RuS as an isolated structure (wB97M-V/def2-TZVPD).

As for the net charge: +1. The value obtained for the HOMO energy (spin up / spin down) is -0.39264 / -0.39128 Eh. For the frontier orbital gap (spin up / spin down), the calculation gives 7.3 / 6.8 eV. For the molar mass, the calculation gives 605.5 Da. The spin multiplicity is 2. For the energy relative to the best compared isomer or geometry (same formula, charge and spin), the calculation gives 0.0 kJ/mol.

Positions of all 55 atoms, in Å:
Ru -1.165 -0.241 0.932
N -2.553 -0.268 -3.198
C -1.926 -0.238 -2.010
S -2.821 -0.836 -0.642
N -0.686 0.208 -2.026
N -0.110 0.205 -0.798
C 1.140 0.519 -0.681
C 2.020 0.838 -1.825
C 1.744 1.914 -2.663
C 2.585 2.196 -3.727
C 3.691 1.396 -3.975
C 3.962 0.312 -3.153
C 3.132 0.036 -2.077
C 1.654 0.520 0.701
C 2.960 0.882 1.010
C 3.393 0.811 2.322
C 2.516 0.370 3.298
C 1.218 0.067 2.930
N 0.777 0.164 1.674
H -3.460 -0.688 -3.281
H -2.024 -0.059 -4.029
H 0.869 2.523 -2.483
H 2.371 3.041 -4.369
H 4.341 1.615 -4.812
H 4.817 -0.321 -3.348
H 3.346 -0.812 -1.437
H 3.622 1.210 0.224
H 4.406 1.092 2.575
H 2.814 0.279 4.332
H 0.495 -0.257 3.665
Br 0.096 -6.842 1.412
C -0.200 -4.996 1.281
C -0.588 -4.269 2.395
C -0.800 -2.914 2.250
N -0.654 -2.275 1.082
C -0.281 -2.988 0.011
C -0.037 -4.346 0.069
H -0.726 -4.741 3.357
H -1.104 -2.308 3.093
H -0.181 -2.448 -0.920
H 0.266 -4.879 -0.820
C -1.930 0.582 2.724
C -2.496 1.457 1.717
C -3.880 1.515 1.400
C -4.301 2.177 0.288
C -3.371 2.782 -0.588
C -2.038 2.760 -0.302
C -1.570 2.103 0.864
H -2.633 -0.001 3.316
H -1.129 1.008 3.319
H -4.586 1.024 2.058
H -5.357 2.238 0.061
H -3.728 3.292 -1.473
H -1.331 3.272 -0.943
H -0.571 2.320 1.221

Here are the Mulliken charges for atoms 1 to 2, given in e: number 1, Ru, carries 0.169; number 2, N, carries -0.423



Entry 7:
Entry from the OMol25 dataset: C25H22CdGeN2O4 as an isolated structure (wB97M-V/def2-TZVPD).

As for the net charge: +2. The value obtained for the HOMO energy is -0.52244 Eh. For the frontier orbital gap, the calculation gives 6.8 eV. For the molar mass, the calculation gives 599.5 Da. For the energy relative to the best compared isomer or geometry (same formula, charge and spin), the calculation gives 84.7 kJ/mol.

Positions of all 55 atoms, in Å:
Cd -0.137 -0.273 0.156
O -1.756 0.419 1.164
C -2.454 -0.343 1.866
C -2.225 -1.706 2.196
C -3.244 -2.370 2.916
C -3.081 -3.665 3.327
C -1.872 -4.350 3.109
C -0.874 -3.740 2.401
C -1.023 -2.431 1.875
O -0.062 -1.970 1.129
N -4.195 -4.340 3.987
O -5.234 -3.732 4.046
O -3.988 -5.456 4.389
H -3.366 0.095 2.299
H -4.176 -1.866 3.136
H -1.761 -5.351 3.503
H 0.065 -4.239 2.206
N 2.114 -0.009 -0.395
C 2.235 -1.168 -1.201
C 2.495 -2.397 -0.602
C 2.537 -3.558 -1.360
C 2.322 -3.513 -2.730
C 2.080 -2.292 -3.348
C 2.033 -1.105 -2.586
H 2.667 -0.093 0.461
H 2.383 0.849 -0.878
H 2.680 -2.443 0.462
H 2.765 -4.496 -0.877
H 2.392 -4.417 -3.315
H 2.032 -2.229 -4.429
H 2.000 -0.142 -3.091
Ge -0.492 -1.666 -3.049
C -1.076 -3.518 -2.573
C -0.919 -4.545 -3.495
C -1.475 -5.782 -3.217
C -2.193 -5.980 -2.047
C -2.347 -4.943 -1.138
C -1.785 -3.702 -1.392
C -0.939 -0.351 -4.503
C -1.774 0.695 -4.121
C -2.213 1.592 -5.080
C -1.804 1.451 -6.399
C -0.964 0.410 -6.766
C -0.534 -0.511 -5.823
H -0.730 -0.707 -1.551
H -0.385 -4.378 -4.422
H -1.354 -6.590 -3.922
H -2.648 -6.941 -1.853
H -2.913 -5.089 -0.230
H -1.921 -2.883 -0.694
H -2.090 0.808 -3.088
H -2.867 2.400 -4.791
H -2.141 2.158 -7.141
H -0.636 0.311 -7.790
H 0.104 -1.332 -6.118

Here are the Mulliken charges for atoms 1 to 2, given in e: number 1, Cd, carries 0.983; number 2, O, carries -0.639



Entry 8:
Entry from the OMol25 dataset: C25H22CeNO4S as an isolated structure (wB97M-V/def2-TZVPD).

As for the net charge: +1. The value obtained for the HOMO energy (spin up / spin down) is -0.41935 / -0.41935 Eh. For the frontier orbital gap (spin up / spin down), the calculation gives 6.2 / 6.1 eV. For the molar mass, the calculation gives 572.6 Da. For the energy relative to the best compared isomer or geometry (same formula, charge and spin), the calculation gives 0.0 kJ/mol.

Positions of all 54 atoms, in Å:
C -2.129 0.060 0.939
C -2.645 0.665 -0.254
C -2.342 -0.210 -1.355
H -3.132 1.649 -0.293
C -1.691 -1.361 -0.823
C -1.523 -1.195 0.583
H -1.046 -1.906 1.263
H -2.226 0.468 1.944
H -2.587 -0.077 -2.412
H -1.495 -2.270 -1.379
C 2.573 1.101 0.263
C 1.856 1.569 1.411
C 1.157 0.447 1.981
H 1.829 2.600 1.788
C 1.429 -0.709 1.178
C 2.283 -0.294 0.110
H 2.716 -0.926 -0.654
H 3.225 1.692 -0.381
H 0.582 0.470 2.902
H 1.074 -1.727 1.384
Ce -0.075 1.040 -0.195
O 0.723 -2.158 -2.542
C 0.431 -1.502 -3.792
C 0.312 -3.007 -3.707
H -0.487 -0.910 -3.783
H 1.289 -1.109 -4.352
H -0.716 -3.392 -3.651
H -0.016 -5.522 -4.736
C 1.007 -5.148 -4.854
C 1.336 -3.880 -4.301
C 2.671 -3.434 -4.378
H 2.953 -2.497 -3.894
C 3.621 -4.185 -5.069
H 4.638 -3.807 -5.135
C 3.280 -5.404 -5.668
H 4.027 -5.974 -6.225
C 1.967 -5.888 -5.545
H 1.697 -6.850 -5.992
O 1.151 5.919 3.369
S 0.209 4.841 3.485
O 0.152 4.081 4.711
N 0.254 3.884 2.135
C -0.922 3.674 1.562
O -1.046 2.814 0.590
C -2.011 4.496 2.104
C -3.334 4.732 1.688
C -4.055 5.719 2.348
C -3.464 6.474 3.375
C -2.153 6.239 3.791
C -1.449 5.286 3.094
H -3.743 4.177 0.844
H -5.081 5.939 2.054
H -4.027 7.260 3.857
H -1.653 6.789 4.590

Here are the Mulliken charges for atoms 1 to 2, given in e: number 1, C, carries -0.409; number 2, C, carries -0.438